Entry 1:
7
Properties=species:S:1:pos:R:3:forces:R:3 method="wB97M-V/def2-TZVPD" total_charge=+1 spin_multiplicity=1 homo_energy_ev=-12.661 gap_ev=6.64
N 1.459284 -0.056601 -0.790393 -2.215 0.944 1.873
P -0.029648 0.121203 -0.208393 6.905 -1.407 -4.416
O -0.904804 -1.169983 -0.421475 -0.064 1.165 0.036
H 2.100473 0.033728 0.004848 0.248 -0.130 -0.501
H 0.050406 0.351216 1.230919 -0.847 0.308 -0.119
H -0.650727 1.230719 -0.849466 -0.678 -0.196 0.707
Ca -2.024983 -0.510283 1.033960 -3.348 -0.684 2.420



Entry 2:
13
Properties=species:S:1:pos:R:3:forces:R:3 method="wB97M-V/def2-TZVPD" spin_multiplicity=1 homo_energy_ev="-8.386 / -7.856" gap_ev="8.28 / 8.09"
O -2.340891 -0.691102 -1.141862 -0.049 -0.122 -0.195
C -1.377568 -0.156935 -0.354986 0.370 0.034 -0.196
C 0.498305 0.567548 1.587860 -0.300 0.593 1.248
C 0.987267 0.454439 0.234797 -0.693 -0.061 -1.046
N 1.419110 -0.877320 0.038420 1.746 -1.001 0.231
C -0.100892 0.071783 -0.748340 -0.741 0.752 -0.166
H -1.938486 -1.052139 -1.942886 -0.074 0.078 0.080
H -1.757806 0.083951 0.629354 0.083 -0.122 -0.133
H 1.070468 0.103415 2.382879 -0.116 0.114 -0.087
H -0.449977 1.037420 1.826910 0.255 0.015 0.035
H 1.600005 1.277774 -0.164882 0.031 -0.140 0.282
H 2.298923 -0.870738 -0.505065 -0.455 -0.108 -0.214
H 0.180293 -0.006998 -1.796359 -0.057 -0.033 0.162



Entry 3:
7
Properties=species:S:1:pos:R:3:forces:R:3 method="wB97M-V/def2-TZVPD" smiles="[H]/N=C/C(=S)Cl" spin_multiplicity=1 homo_energy_ev=-9.534 gap_ev=8.67
C -0.190975 0.365809 -0.191465 -0.102 -0.163 2.265
C 0.386817 -0.972633 0.008341 0.574 -0.252 0.965
N -0.236775 1.268572 0.686159 0.398 1.202 -0.457
S -0.467688 -2.175668 0.640470 0.573 0.221 -0.461
Cl 2.078394 -0.950784 -0.430464 -0.295 -0.421 0.052
H -0.818196 0.377715 -0.989850 -1.485 0.344 -3.070
H -0.751577 2.086990 0.276809 0.338 -0.931 0.706



Entry 4:
14
Properties=species:S:1:pos:R:3:forces:R:3 method="wB97M-V/def2-TZVPD" spin_multiplicity=1 homo_energy_ev=-8.899 gap_ev=10.11
C -1.624048 0.817142 0.360306 1.834 -2.679 -0.925
C -0.983347 0.475369 -0.988700 1.692 0.724 0.100
C 2.988252 0.470891 0.164639 0.732 4.975 0.643
C 2.374947 -0.451114 -0.264293 1.017 0.782 0.494
C -1.040754 -0.673267 0.709686 -0.664 -1.681 1.370
C -0.233507 -0.594655 -0.613561 -3.599 0.645 -0.026
H -2.662290 1.036351 0.341970 -0.999 -0.164 0.214
H -0.954004 1.083985 -1.894493 -0.237 -0.331 0.013
H 3.213022 1.571054 0.392260 -0.140 -2.517 -0.361
H -1.076023 1.572487 0.897357 0.140 0.320 0.273
H 2.198498 -1.431311 -0.265827 -1.032 -3.208 -0.600
H -0.605705 -0.880494 1.736906 0.282 0.847 -1.187
H -1.735036 -1.610993 0.680507 0.426 2.012 -0.360
H 0.140000 -1.385442 -1.256757 0.550 0.275 0.353



Entry 5:
41
Properties=species:S:1:pos:R:3:forces:R:3 method="wB97M-V/def2-TZVPD" smiles="CCOS(C)(=O)=O.O=C1OCCO1.O=C1OCCO1.O.O" spin_multiplicity=1 homo_energy_ev=-10.416 gap_ev=10.58
O -3.289168 -0.066783 2.572349 1.533 0.969 -0.765
S -1.978738 0.220157 2.021249 0.586 -3.174 -0.463
O -1.216338 1.400447 2.308429 -0.537 0.308 0.064
O -1.015108 -1.062693 2.404329 0.144 0.206 0.493
C 0.058602 -0.967993 3.415639 0.741 0.909 0.692
C 1.243092 -1.944293 3.239069 -0.892 0.060 -0.887
C -1.922858 -0.094013 0.195179 -0.108 0.628 0.239
H -0.305718 -1.035873 4.440699 -0.736 -0.301 -0.205
H 0.474132 0.039127 3.381879 -0.097 0.087 -0.408
H 1.078912 -2.945263 3.638079 -0.370 -0.006 -0.279
H 2.159442 -1.604133 3.721459 -0.258 0.504 0.076
H 1.434962 -1.959743 2.166189 0.260 -0.394 0.028
H -2.149378 0.844447 -0.310861 -0.160 0.151 0.236
H -2.613328 -0.844633 -0.189411 -0.102 -0.050 0.680
H -0.919918 -0.382013 -0.119891 0.020 -0.043 0.492
O 4.410142 0.841277 -0.179061 0.735 0.205 -0.197
H 3.495812 0.589647 -0.049011 -0.613 -0.239 0.030
H 4.623832 1.373707 0.587159 0.124 0.087 0.124
O 1.825202 0.062727 0.342119 0.028 0.258 0.515
H 1.122942 0.712987 0.357079 -0.132 0.198 -0.064
H 1.438102 -0.698653 -0.089951 -0.069 -0.494 -0.417
C -1.746478 -3.462233 -3.286431 -0.638 -0.383 0.147
C -0.649938 -3.240053 -4.296321 0.329 0.606 -0.091
O 0.424252 -2.821213 -3.405061 0.810 -0.290 -0.679
C -0.028308 -2.442243 -2.222481 1.266 1.968 2.948
O 0.667072 -1.907003 -1.303341 -3.021 -2.376 -3.802
O -1.374248 -2.663963 -2.158551 1.117 0.476 0.395
H -1.745948 -4.496023 -2.940931 -0.204 -0.075 -0.130
H -2.745888 -3.152013 -3.591461 0.161 -0.111 -0.076
H -0.814068 -2.473233 -5.053391 -0.196 0.568 0.504
H -0.382198 -4.084843 -4.930931 0.312 -0.407 0.793
C -0.643108 3.834297 0.584769 -0.517 -1.535 2.407
C 0.818962 3.479837 0.500449 -0.672 0.706 -0.679
O 0.850042 3.365867 -0.958991 0.832 -0.380 -0.087
C -0.005578 4.290867 -1.495631 0.335 -0.706 0.291
O 0.021602 4.655017 -2.635341 -0.414 -0.148 1.410
O -0.870168 4.638277 -0.490191 -0.360 1.921 -2.591
H -1.075838 4.218207 1.508599 0.611 0.724 -0.021
H -1.225818 2.916857 0.501979 0.127 -0.308 -0.422
H 1.040642 2.591617 1.092079 0.194 -0.182 -0.676
H 1.530392 4.273557 0.728449 -0.167 0.065 0.374



| no. | maximum force (Eh/bohr) |
| --- | --- |
| 1 | 0.162 |
| 2 | 0.039 |
| 3 | 0.067 |
| 4 | 0.099 |
| 5 | 0.105 |